[1]
The following is a DFT calculation (wB97M-V/def2-TZVPD) of C20H18N2O4 in the gas phase.

Computed properties:
Net charge: 0
HOMO-LUMO gap (eV): 9.33
LUMO level (eV): 0.58
Energy relative to the best compared isomer or geometry (same formula, charge and spin) (kJ/mol): 0.0
SMILES string: COc1ccc(C(=O)CN2C(=O)N[C@]3(CCc4ccccc43)C2=O)cc1

Atoms and positions in Å:
C 4.512 4.333 -4.349
O 5.093 3.347 -3.527
C 4.283 2.498 -2.851
C 4.926 1.571 -2.023
C 4.193 0.677 -1.281
C 2.797 0.654 -1.368
C 2.055 -0.295 -0.523
O 2.416 -0.604 0.589
C 0.770 -0.903 -1.109
N -0.299 -0.753 -0.154
C -0.878 0.495 0.115
O -0.704 1.494 -0.536
N -1.655 0.325 1.204
C -1.649 -1.031 1.708
C -1.180 -1.159 3.175
C -2.454 -1.298 4.022
C -3.483 -1.777 3.042
C -4.742 -2.288 3.288
C -5.537 -2.657 2.212
C -5.083 -2.511 0.912
C -3.821 -1.992 0.659
C -3.032 -1.635 1.734
C -0.685 -1.712 0.739
O -0.340 -2.863 0.740
C 2.159 1.581 -2.187
C 2.891 2.501 -2.914
H 3.874 5.010 -3.772
H 3.930 3.887 -5.161
H 5.345 4.894 -4.768
H 6.004 1.589 -1.977
H 4.684 -0.028 -0.628
H 0.489 -0.442 -2.056
H 0.935 -1.977 -1.242
H -2.237 1.054 1.579
H -0.579 -2.065 3.252
H -0.564 -0.308 3.462
H -2.760 -0.336 4.442
H -2.319 -1.994 4.849
H -5.101 -2.402 4.300
H -6.521 -3.064 2.391
H -5.715 -2.804 0.087
H -3.463 -1.876 -0.353
H 1.081 1.640 -2.205
H 2.365 3.222 -3.519

***

[2]
The following is a DFT calculation (wB97M-V/def2-TZVPD) of 2 unconnected molecules or ions with the total composition C3H13N2O at a distorted geometry.

Computed properties:
Net charge: +1
HOMO-LUMO gap (eV): 11.22
LUMO level (eV): -3.04
Energy relative to the best compared isomer or geometry (same formula, charge and spin) (kJ/mol): 90.8

Atoms and positions in Å:
C 0.274 -0.010 1.039
C 0.636 -0.829 -0.157
C -0.416 -1.857 -0.615
N -1.672 -1.174 -1.037
N -1.210 0.567 0.917
H 0.833 0.914 1.135
H 0.179 -0.605 1.946
H 1.020 -0.310 -1.025
H 1.411 -1.534 0.204
H 0.065 -2.454 -1.381
H -0.716 -2.445 0.257
H -1.791 -0.971 -2.020
H -1.681 -0.139 0.279
H -2.431 -1.799 -0.791
H -1.085 1.565 0.753
H -1.643 0.598 1.843
H 1.945 3.382 -0.603
H 2.963 3.052 0.369
O 2.293 2.602 -0.148

***

[3]
The following is a DFT calculation (wB97M-V/def2-TZVPD) of C6H11NOS in the gas phase at a distorted geometry.

Computed properties:
Net charge: 0
HOMO-LUMO gap (eV): 8.92
LUMO level (eV): 0.68
Energy relative to the best compared isomer or geometry (same formula, charge and spin) (kJ/mol): 301.8
SMILES string: C=C(/N=C\SC)OCC

Atoms and positions in Å:
C 0.092 -2.478 -0.612
C -0.041 -1.330 0.030
N -0.881 -1.037 1.089
C -1.832 -0.261 1.311
S -2.825 0.779 0.337
C -1.982 0.780 -1.311
O 0.939 -0.356 -0.313
C 1.223 0.592 0.640
C 2.576 1.264 0.359
H 0.774 -2.242 -1.445
H -0.756 -3.199 -0.584
H -2.257 -0.156 2.312
H -1.665 -0.226 -1.738
H -2.699 1.207 -2.051
H -1.088 1.312 -0.986
H 0.464 1.425 0.550
H 1.341 0.228 1.685
H 3.059 0.215 0.083
H 2.519 1.830 -0.569
H 3.038 1.654 1.211

***

[4]
The following is a DFT calculation (wB97M-V/def2-TZVPD) of C3H3NO in the gas phase at a distorted geometry.

Computed properties:
Net charge: 0
HOMO-LUMO gap (alpha / beta) (eV): 7.78 / 9.48
LUMO level (alpha / beta) (eV): -0.73 / 0.08
Energy relative to the best compared isomer or geometry (same formula, charge and spin) (kJ/mol): 532.8

Atoms and positions in Å:
C 0.905 0.810 0.728
C -1.087 -0.571 -0.445
C 0.418 0.101 -0.316
N -1.320 -1.531 0.220
O 1.234 -0.486 0.758
H 0.464 1.420 1.416
H -1.525 0.141 -1.064
H 0.911 0.117 -1.296

***

[5]
The following is a DFT calculation (wB97M-V/def2-TZVPD) of a molecular structure, C26H47FO8P2Tb at a distorted geometry.

Computed properties:
⟨S²⟩: 12.623
Net charge: +3
HOMO-LUMO gap (alpha / beta) (eV): 5.83 / 4.12
LUMO level (alpha / beta) (eV): -9.44 / -11.15
2S+1: 7

Atoms and positions in Å:
C 5.410 1.276 3.292
C 4.546 0.925 2.017
O 3.775 2.090 1.632
P 3.570 2.230 -0.011
O 2.428 3.149 -0.302
C 3.316 0.580 -0.842
C 1.818 0.380 -1.317
C 0.799 0.281 -0.120
C -0.448 -0.665 -0.347
C -1.673 0.061 0.369
O -2.826 -0.822 0.545
C -3.892 -0.011 0.894
C -3.827 0.927 2.053
C -4.916 1.816 2.469
C -4.718 2.719 3.734
C -6.145 1.812 1.700
C -6.291 0.848 0.468
C -5.165 -0.031 0.139
C -5.365 -1.012 -1.062
C -6.396 -2.123 -0.549
C -5.964 -0.306 -2.356
C -0.856 -0.891 -1.851
C -1.159 0.418 -2.670
C -2.660 0.877 -2.676
F -0.838 0.106 -4.033
O -0.348 -1.943 0.339
C 0.825 -2.663 -0.037
C 0.345 -4.170 -0.317
C 1.895 -2.769 1.147
O 3.263 -2.675 0.666
C 4.138 -3.501 1.403
P 5.835 -3.595 0.499
O 6.189 -5.189 0.205
O 5.510 -2.994 -1.014
O 4.967 2.915 -0.616
C 4.776 4.324 -0.944
C 6.168 4.964 -1.375
H 5.577 2.389 3.269
H 6.382 0.712 3.247
H 4.858 1.038 4.236
H 3.802 0.134 2.325
H 5.185 0.508 1.191
H 3.670 -0.297 -0.234
H 3.945 0.600 -1.778
H 1.807 -0.479 -2.030
H 1.563 1.319 -1.885
H 1.319 -0.081 0.815
H 0.403 1.305 0.131
H -1.294 0.296 1.410
H -1.911 1.053 -0.092
H -2.869 0.895 2.625
H -3.647 3.043 3.734
H -5.373 3.623 3.624
H -4.921 2.138 4.668
H -7.006 2.510 2.012
H -7.239 0.784 -0.188
H -4.384 -1.489 -1.327
H -6.432 -3.017 -1.216
H -7.410 -1.635 -0.449
H -6.070 -2.405 0.490
H -5.396 -0.675 -3.255
H -7.024 -0.647 -2.512
H -5.889 0.811 -2.321
H -0.106 -1.499 -2.421
H -1.806 -1.503 -1.864
H -0.495 1.279 -2.403
H -2.839 1.360 -3.679
H -2.758 1.715 -1.929
H -3.348 0.024 -2.480
H 1.306 -2.327 -0.988
H -0.595 -4.315 0.269
H 1.147 -4.914 -0.098
H 0.053 -4.184 -1.407
H 1.780 -3.771 1.638
H 1.697 -1.949 1.895
H 4.255 -3.072 2.436
H 3.779 -4.567 1.466
H 5.871 -5.407 -0.700
H 4.658 -3.366 -1.335
H 4.422 4.846 -0.015
H 4.060 4.460 -1.793
H 6.193 5.123 -2.486
H 6.282 5.956 -0.856
H 7.023 4.307 -1.071
Tb -8.306 2.033 0.198

***

[6]
The following is a DFT calculation (wB97M-V/def2-TZVPD) of a molecular structure, C39H34AlO5.

Computed properties:
Net charge: -1
HOMO-LUMO gap (eV): 4.76
LUMO level (eV): 0.27

Atoms and positions in Å:
C -2.077 4.726 -1.856
C -1.519 3.436 -2.482
C -0.066 3.153 -2.102
O 0.825 3.934 -2.841
Al 1.598 3.108 -4.232
C 2.165 4.492 -5.609
C 0.978 5.229 -6.129
C 0.783 6.596 -5.876
C -0.341 7.261 -6.334
C -1.312 6.585 -7.067
C -1.151 5.227 -7.340
C -2.186 4.462 -8.127
C -0.018 4.574 -6.867
H -2.534 5.374 -2.607
H -1.286 5.291 -1.361
H -2.852 4.509 -1.116
H -2.136 2.578 -2.194
H -1.560 3.502 -3.571
H 0.063 3.378 -1.029
H 0.116 2.070 -2.214
H 0.516 2.087 -4.898
H 2.899 2.273 -3.699
H 2.841 5.200 -5.120
H 2.698 3.987 -6.419
H 1.530 7.135 -5.301
H -0.473 8.317 -6.127
H -2.194 7.112 -7.417
H -1.731 4.000 -9.008
H -2.621 3.660 -7.528
H -2.983 5.125 -8.469
H 0.097 3.511 -7.053
C 3.136 0.008 0.298
C 3.794 -0.915 1.103
C 3.293 -2.198 1.244
C 2.124 -2.561 0.587
C 1.454 -1.626 -0.211
C 1.969 -0.344 -0.359
C 0.172 -1.973 -0.887
O -0.429 -1.170 -1.563
C -0.381 -3.344 -0.662
C -1.612 -3.670 -1.217
C -2.148 -4.931 -1.017
C -1.455 -5.873 -0.264
C -0.230 -5.552 0.295
C 0.309 -4.285 0.102
C 1.609 -3.946 0.753
O 2.208 -4.773 1.410
H 3.533 1.007 0.177
H 4.702 -0.633 1.619
H 3.796 -2.929 1.864
H 1.457 0.377 -0.983
H -2.135 -2.925 -1.802
H -3.108 -5.182 -1.449
H -1.874 -6.859 -0.111
H 0.319 -6.270 0.888
C 0.193 -3.866 9.932
C 1.438 -3.342 9.602
C 1.673 -2.858 8.327
C 0.664 -2.899 7.373
C -0.582 -3.434 7.701
C -0.815 -3.912 8.985
C -1.677 -3.515 6.690
O -2.762 -3.972 6.984
C -1.387 -3.022 5.315
C -2.374 -3.126 4.343
C -2.130 -2.670 3.059
C -0.902 -2.100 2.745
C 0.089 -1.996 3.706
C -0.148 -2.460 4.994
C 0.938 -2.357 6.008
O 2.008 -1.854 5.743
H 0.010 -4.240 10.931
H 2.227 -3.312 10.343
H 2.634 -2.443 8.056
H -1.788 -4.318 9.224
H -3.325 -3.567 4.606
H -2.894 -2.759 2.297
H -0.713 -1.741 1.742
H 1.052 -1.564 3.467

***

[7]
The following is a DFT calculation (wB97M-V/def2-TZVPD) of a molecular structure, C48H48BBiN10PS.

Computed properties:
Net charge: +1
HOMO-LUMO gap (eV): 6.48
LUMO level (eV): -2.84
Energy relative to the best compared isomer or geometry (same formula, charge and spin) (kJ/mol): 185.2

Atoms and positions in Å:
Bi -0.224 -0.355 -0.237
C -3.915 0.240 1.315
C -3.567 1.560 0.693
C -4.624 2.446 0.360
C -4.336 3.655 -0.188
C -2.986 4.031 -0.377
C -2.644 5.307 -0.877
C -1.328 5.656 -0.984
C -0.327 4.745 -0.601
C -0.618 3.480 -0.133
S 0.699 2.402 0.300
C -1.986 3.096 -0.018
N -2.301 1.852 0.478
H -3.888 -0.558 0.572
H -3.202 -0.037 2.093
H -4.914 0.270 1.749
H -5.645 2.141 0.548
H -5.122 4.350 -0.460
H -3.436 5.994 -1.153
H -1.045 6.633 -1.356
H 0.714 5.032 -0.679
C 1.319 0.692 5.634
N 1.537 1.699 4.498
C 0.374 2.716 4.507
N -0.881 2.051 4.466
C -1.008 1.093 5.560
N 0.045 0.075 5.524
C -0.079 -0.826 4.366
P 0.078 0.094 2.761
C 1.645 0.993 3.176
C -1.139 1.436 3.157
H 1.393 1.259 6.561
H 2.128 -0.034 5.571
H 2.404 2.208 4.669
H 0.515 3.351 3.634
H 0.490 3.285 5.429
H -1.978 0.606 5.497
H -0.942 1.625 6.510
H -1.048 -1.321 4.393
H 0.681 -1.608 4.429
H 1.848 1.730 2.402
H 2.474 0.291 3.247
H -2.139 0.996 3.160
H -1.100 2.182 2.367
N 0.468 -0.410 -2.693
C 0.377 -0.341 -3.834
C 0.276 -0.267 -5.262
C 0.394 0.969 -5.896
C 0.275 1.029 -7.273
C 0.040 -0.132 -8.000
C -0.077 -1.359 -7.361
C 0.038 -1.436 -5.984
H 0.575 1.863 -5.313
H 0.364 1.980 -7.780
H -0.054 -0.078 -9.077
H -0.260 -2.258 -7.936
H -0.061 -2.380 -5.464
N 7.631 0.696 -0.674
C 8.935 0.413 -0.319
C 10.161 0.876 -0.791
C 11.287 0.356 -0.186
C 11.199 -0.590 0.852
C 9.981 -1.043 1.311
C 8.829 -0.528 0.711
N 7.496 -0.803 0.971
C 6.825 -0.065 0.133
C 5.358 -0.048 0.064
C 4.634 -0.864 0.933
C 3.259 -0.856 0.858
N 2.565 -0.076 0.019
C 3.259 0.699 -0.813
C 4.644 0.733 -0.835
H 7.338 1.339 -1.386
H 10.234 1.601 -1.592
H 12.264 0.683 -0.518
H 12.112 -0.970 1.292
H 9.906 -1.776 2.105
H 5.158 -1.511 1.624
H 2.678 -1.537 1.473
H 2.679 1.331 -1.475
H 5.134 1.378 -1.553
B 1.747 -4.927 -0.006
C 1.270 -3.443 -0.166
N 0.922 -2.340 -0.213
H 0.747 -5.584 0.190
H 2.485 -4.911 0.961
H 2.329 -5.235 -1.021
C -3.251 -4.110 3.209
C -4.137 -3.745 2.201
C -3.707 -3.001 1.116
C -2.370 -2.590 1.004
C -1.481 -2.996 2.005
C -1.921 -3.741 3.094
N -1.960 -1.796 -0.080
C -2.390 -2.136 -1.372
C -2.414 -3.462 -1.828
C -2.760 -3.742 -3.137
C -3.075 -2.719 -4.030
C -3.059 -1.406 -3.590
C -2.737 -1.116 -2.268
H -3.588 -4.704 4.048
H -5.175 -4.050 2.258
H -4.405 -2.739 0.329
H -0.424 -2.797 1.885
H -1.202 -4.079 3.834
H -2.140 -4.261 -1.149
H -2.773 -4.773 -3.472
H -3.347 -2.951 -5.053
H -3.327 -0.600 -4.266
H -2.790 -0.089 -1.911

***

[8]
The following is a DFT calculation (wB97M-V/def2-TZVPD) of a molecular structure, C13H18N2O4 at a distorted geometry.

Computed properties:
Net charge: 0
HOMO-LUMO gap (eV): 9.24
LUMO level (eV): 0.05
Energy relative to the best compared isomer or geometry (same formula, charge and spin) (kJ/mol): 966.7

Atoms and positions in Å:
C 1.309 0.173 2.009
C 0.012 0.513 1.193
C 1.554 -1.328 2.054
C 2.981 -1.700 1.963
C -1.670 0.160 -0.621
C -2.833 -0.505 0.304
C -1.593 -0.397 -2.061
C -0.322 0.201 -2.563
C 0.641 -0.611 -3.133
C -0.098 1.661 -2.474
C 1.985 -0.217 -3.534
C 1.124 2.207 -2.783
C 2.114 1.279 -3.169
H -0.108 0.727 3.780
H 1.603 1.803 3.384
H 2.064 0.514 1.320
H 0.726 -1.809 1.343
H 0.758 -0.559 3.687
H 3.783 -1.951 1.134
H 2.817 -2.693 2.721
H 3.568 -0.840 2.616
H 0.134 -0.754 -0.667
H -1.906 1.289 -0.629
H -2.490 0.166 -2.428
H -1.519 -1.445 -2.160
H 0.656 -1.643 -2.769
H -0.809 2.349 -2.100
H 2.906 -0.664 -3.963
H 1.572 3.317 -2.360
H 3.124 1.884 -3.213
H -2.209 0.266 1.946
N 1.088 0.600 3.380
N -0.356 -0.054 -0.020
O -0.699 1.416 1.647
O 1.027 -1.636 3.369
O -3.691 -1.137 -0.198
O -3.013 -0.193 1.647

***

Number 1: E -32203.8412 eV. Number 2: E -8343.0412 eV. Number 3: E -20770.2200 eV. Number 4: E -6690.9702 eV. Number 5: E -87799.1276 eV. Number 6: E -57833.0277 eV. Number 7: E -92090.4870 eV. Number 8: E -24934.8312 eV.